Entry 1:
Density functional theory data (ωB97M-V/def2-TZVPD) for C7H11ClF5LuN2O4P2S as an isolated structure.

The value obtained for the energy relative to the best compared isomer or geometry (same formula, charge and spin) is 0.0 kcal/mol. For the electronic energy, the calculation gives -107720.1145 eV. As for the HOMO-LUMO gap: 1.9 eV. As for the HOMO energy: -0.4989 Ha. Its molar mass is 586.6 g/mol. Its total charge is +2.

Element x y z (Å)
C  -4.604  2.184  0.239
C  -3.798  1.281  0.082
C  -2.832  0.384  -0.372
P  -1.121  1.331  -0.673
N  -2.089  2.628  -1.468
O  0.268  2.332  -0.604
C  1.178  1.826  0.299
Cl  1.002  2.509  1.942
C  1.101  0.241  0.219
P  2.529  -0.133  -0.958
N  2.413  0.519  -2.373
S  1.397  -0.646  1.805
O  2.709  -0.281  2.227
O  0.385  -0.416  2.767
C  1.478  -2.533  1.609
F  1.250  -3.020  2.795
F  2.807  -2.932  1.288
C  0.388  -3.184  0.665
F  0.605  -4.556  0.705
F  -0.803  -2.971  1.092
F  0.474  -2.841  -0.655
O  -0.175  -0.054  -0.197
H  -5.162  2.995  0.658
H  -2.640  -0.389  0.379
H  -3.142  -0.138  -1.289
H  -1.358  1.814  0.666
H  -0.891  0.838  -2.004
H  -1.454  3.143  -2.084
H  -2.748  2.176  -2.103
H  2.146  2.220  -0.013
H  2.658  -1.584  -1.117
H  3.704  0.303  -0.310
H  1.542  1.037  -2.472
Lu  2.783  -4.084  -0.744

=====

Entry 2:
Density functional theory data (ωB97M-V/def2-TZVPD) for an isolated molecule of C7H11ClFNO2.

The value obtained for the energy relative to the best compared isomer or geometry (same formula, charge and spin) is 87.0 kcal/mol. For the electronic energy, the calculation gives -28258.3431 eV. As for the HOMO-LUMO gap: 9.5 eV. As for the HOMO energy: -0.3307 Ha. The SMILES is C=CCN(F)C(=O)OCCCCl. Its molar mass is 195.6 g/mol. Its total charge is 0.

Element x y z (Å)
C  1.678  -1.469  1.243
C  2.567  -0.825  0.467
C  2.315  0.410  -0.352
N  1.176  1.213  0.087
F  1.648  2.305  0.801
C  0.268  1.665  -0.884
O  -0.066  2.799  -1.030
O  -0.211  0.651  -1.650
C  -0.909  -0.405  -0.957
C  -2.332  0.026  -0.590
C  -2.743  -0.420  0.803
Cl  -2.010  0.656  2.035
H  1.563  -2.543  1.121
H  1.111  -1.011  2.047
H  3.583  -1.208  0.380
H  2.164  0.069  -1.377
H  3.188  1.069  -0.361
H  -0.346  -0.756  -0.093
H  -0.940  -1.219  -1.678
H  -2.398  1.112  -0.639
H  -3.034  -0.377  -1.322
H  -3.816  -0.302  0.922
H  -2.455  -1.443  1.027

=====

Entry 3:
Density functional theory data (ωB97M-V/def2-TZVPD) for an isolated ion of composition C7H11ClNO4 and charge -1.

The value obtained for the energy relative to the best compared isomer or geometry (same formula, charge and spin) is 14.6 kcal/mol. For the electronic energy, the calculation gives -29640.0221 eV. As for the HOMO-LUMO gap: 7.6 eV. As for the HOMO energy: -0.1646 Ha. The SMILES is CCOC[C@](Cl)(NCC=O)C(=O)[O-]. Its molar mass is 208.6 g/mol. Its total charge is -1.

Element x y z (Å)
C  3.786  -0.529  0.256
C  2.349  -0.660  -0.407
O  1.653  0.546  -0.081
C  0.324  0.439  -0.647
C  -0.748  1.067  0.364
Cl  0.233  2.240  1.425
N  -1.334  0.109  1.285
C  -2.589  -0.485  0.812
C  -2.499  -1.251  -0.551
O  -2.825  -2.419  -0.610
C  -1.811  1.984  -0.383
O  -1.972  1.955  -1.616
O  -2.466  2.789  0.364
H  3.619  -0.521  1.357
H  4.183  0.472  -0.052
H  4.439  -1.369  -0.080
H  1.874  -1.569  0.042
H  2.482  -0.795  -1.516
H  0.314  0.996  -1.623
H  0.129  -0.646  -0.852
H  -0.664  -0.582  1.618
H  -2.872  -1.265  1.574
H  -3.447  0.240  0.823
H  -2.159  -0.747  -1.504